(1)
DFT (ωB97M-V with the def2-TZVPD basis set) results for C27H34BrN5O2PtS2Si as an isolated structure.

```
73
C27H34BrN5O2PtS2Si ωB97M-V with the def2-TZVPD basis set
Pt 0.17727 -1.26390 0.33282
O 2.36098 -4.58984 3.97282
C 2.60056 -4.82427 2.64526
C 3.58422 -5.69413 2.20156
C 3.79709 -5.84425 0.84122
C 3.03693 -5.12598 -0.07249
C 2.05071 -4.26805 0.38712
C 1.81470 -4.10771 1.74556
C 0.74968 -3.19693 2.31078
O -0.25065 -2.86462 1.40069
N 1.33282 -1.93815 2.78157
N 0.83569 -0.79086 2.25634
C 1.05683 0.31823 2.87020
C 0.46290 1.61316 2.60157
Br -0.79901 1.66774 1.20017
C 0.81331 2.67127 3.35398
C 0.33931 4.05021 3.41039
C 1.22705 4.99937 3.92810
C 0.85850 6.32779 4.03422
C -0.41929 6.71946 3.66008
C -1.32538 5.77795 3.18731
C -0.95146 4.45276 3.05370
H 2.88801 -5.18539 4.51828
H 4.18141 -6.24768 2.91517
H 4.56077 -6.52709 0.49575
H 3.20421 -5.24946 -1.13273
H 1.42609 -3.73719 -0.32262
H 0.29104 -3.70054 3.16836
H 1.88214 -1.90902 3.62789
H 1.68124 0.28065 3.76090
H 1.61838 2.45766 4.05350
H 2.21846 4.69162 4.23512
H 1.55918 7.05224 4.42308
H -0.71526 7.75506 3.75157
H -2.33298 6.07710 2.93542
H -1.67919 3.73127 2.71608
C -1.60208 3.52399 -3.30303
Si -0.55211 2.35628 -4.30450
C -1.55377 1.09731 -5.24674
C 0.59880 3.24095 -5.46151
C 0.57657 1.47497 -3.00341
C 1.96155 1.71050 -3.02337
C 2.80930 1.10623 -2.11813
C 2.26628 0.29089 -1.14175
N 0.94941 0.09286 -1.05757
C 0.15445 0.64956 -1.98083
S -1.55578 0.17222 -1.85148
H -2.27722 4.09011 -3.94568
H -0.97843 4.23892 -2.76442
H -2.22087 3.00406 -2.56781
H -2.01250 1.58727 -6.10725
H -2.35621 0.65158 -4.66092
H -0.91854 0.29550 -5.62695
H 0.01054 3.75714 -6.22137
H 1.26189 2.54978 -5.98358
H 1.20691 3.99661 -4.96421
H 2.37980 2.34363 -3.79344
H 3.87771 1.25801 -2.15443
H 2.87315 -0.19466 -0.38827
C -3.66844 -3.90098 0.94150
N -2.54537 -3.17912 0.34768
C -2.68471 -2.38924 -0.68760
S -1.11501 -1.86254 -1.43452
N -3.85163 -2.12952 -1.23856
C -4.19514 -1.48893 -2.50605
H -3.26687 -4.61207 1.65654
H -4.21349 -4.45302 0.17469
H -4.34116 -3.21773 1.46583
H -1.64470 -3.15757 0.90185
H -4.64576 -2.47171 -0.71254
H -3.30265 -1.22823 -3.06936
H -4.78293 -0.59407 -2.31358
H -4.77726 -2.18751 -3.10394
```

Output
- HOMO level (eV) = -12.67
- total charge = +2
- energy (Eh) = -5252.200909
- molar mass (g mol⁻¹) = 827.80
- energy above the lowest of the compared OMol25 structures with the same formula, charge and spin (kJ/mol) = 75.2



(2)
DFT (ωB97M-V with the def2-TZVPD basis set) results for the molecule C7H12.

```
19
C7H12 ωB97M-V with the def2-TZVPD basis set
C 1.52956 -1.72083 2.25544
C 1.56773 -0.36670 1.54898
C 0.43723 -0.23763 0.53262
C 0.38919 1.11630 -0.18865
C -0.69468 1.12733 -1.17554
C -1.61155 1.01606 -1.95511
C -2.72395 0.85526 -2.89056
H 0.64373 -1.80411 2.89574
H 1.48351 -2.53751 1.52490
H 2.41329 -1.88064 2.88127
H 1.49872 0.44220 2.28946
H 2.53263 -0.23779 1.03975
H -0.52850 -0.40416 1.02756
H 0.53509 -1.02941 -0.22155
H 0.24591 1.92638 0.53886
H 1.34967 1.31169 -0.68419
H -3.23836 -0.09547 -2.71373
H -2.37194 0.85873 -3.92723
H -3.45728 1.66029 -2.77803
```

Output
- HOMO level (eV) = -9.32
- energy (Eh) = -273.861762
- SMILES string = CC#CCCCC
- molar mass (g mol⁻¹) = 96.17
- energy above the lowest of the compared OMol25 structures with the same formula, charge and spin (kJ/mol) = 122.9



(3)
DFT (ωB97M-V with the def2-TZVPD basis set) results for a 2-piece molecular cluster, C7H7ClN2O overall in a non-equilibrium geometry.

```
18
C7H7ClN2O ωB97M-V with the def2-TZVPD basis set
C -0.78839 -1.90694 -0.42338
C 3.14653 -0.34172 0.75012
C 1.89857 -0.89321 0.92618
C 3.10868 0.48328 -0.36550
C 1.15590 -0.49728 -0.15196
C -2.73383 0.45448 0.13144
C -0.17746 -0.72588 -0.70414
N -1.22916 -2.90578 -0.06046
N -1.31331 0.59310 0.34690
O 1.92269 0.31875 -0.95715
Cl -0.67284 2.18880 -0.01154
H 3.84276 -0.33554 1.53032
H 1.88595 -1.62616 1.70322
H 3.90023 0.99066 -0.84568
H -3.38876 1.11548 0.58993
H -2.86344 0.35426 -0.91710
H -2.88959 -0.52165 0.46711
H -0.36534 -0.37854 -1.68004
```

Output
- HOMO level (alpha / beta) (eV) = -8.55 / -8.54
- energy (Eh) = -915.707746
- molar mass (g mol⁻¹) = 170.60
- energy above the lowest of the compared OMol25 structures with the same formula, charge and spin (kJ/mol) = 482.4



(4)
DFT (ωB97M-V with the def2-TZVPD basis set) results for C24H20ClN4RhSSe2 as an isolated structure in a non-equilibrium geometry.

```
53
C24H20ClN4RhSSe2 ωB97M-V with the def2-TZVPD basis set
Rh 0.30382 -0.35428 0.53394
Se 0.82781 -2.39381 1.92072
Se 3.05641 -1.62958 1.91770
C 3.18633 -1.42289 0.00052
C 4.38611 -1.76854 -0.59226
C 4.50312 -1.63693 -1.96895
C 3.41209 -1.19523 -2.69620
C 2.24997 -0.87345 -2.02000
N 2.13025 -0.96391 -0.68759
C 0.01961 -1.09207 3.09902
C -0.39166 -1.31107 4.39175
C -1.06458 -0.26693 5.02466
C -1.29057 0.91700 4.34138
C -0.84981 1.04658 3.03249
N -0.19343 0.05025 2.43609
H 5.20466 -2.14773 0.00401
H 5.42870 -1.90195 -2.46230
H 3.45144 -1.10037 -3.77173
H 1.37861 -0.52402 -2.55199
H -0.20643 -2.25525 4.88446
H -1.41540 -0.38653 6.04095
H -1.81456 1.73902 4.80787
H -1.00406 1.94673 2.45186
N 2.44560 1.93681 0.94646
C 1.30367 2.41494 0.42902
N 0.28756 1.66683 0.03933
C -0.79316 2.48752 -0.39290
C -2.04953 2.08620 -0.83868
C -2.96605 3.05053 -1.22550
C -2.65828 4.40726 -1.17545
C -1.41863 4.82373 -0.72840
C -0.50818 3.85244 -0.33907
S 1.10244 4.12044 0.26318
H 2.58591 0.94941 1.08822
H 3.18712 2.56180 1.21217
H -2.33225 1.04968 -0.89583
H -3.94005 2.73772 -1.57655
H -3.39097 5.13963 -1.48409
H -1.16693 5.87474 -0.68227
Cl -1.98225 -4.16394 0.41010
C -1.68635 -3.18633 -0.99045
C -1.62937 -3.81298 -2.21889
C -1.33695 -3.06875 -3.35526
C -1.09095 -1.70856 -3.26145
C -1.18057 -1.07907 -2.02993
C -1.50165 -1.79478 -0.86486
C -1.60801 -1.14377 0.44173
H -1.80984 -4.87689 -2.28449
H -1.30822 -3.56237 -4.31754
H -0.85672 -1.13503 -4.14851
H -1.01107 -0.01244 -1.97601
H -1.77346 -1.83288 1.26241
H -2.22131 -0.25696 0.55711
```

Output
- HOMO level (eV) = -13.99
- total charge = +2
- energy (Eh) = -6916.890301
- molar mass (g mol⁻¹) = 692.80
- energy above the lowest of the compared OMol25 structures with the same formula, charge and spin (kJ/mol) = 3.4



(5)
DFT (ωB97M-V with the def2-TZVPD basis set) results for a 5-piece molecular cluster, C2H16N2O4 overall in a non-equilibrium geometry.

```
24
C2H16N2O4 ωB97M-V with the def2-TZVPD basis set
C 0.24796 1.44879 -1.07732
C 0.79152 0.48165 -2.29192
N 1.19014 -0.91167 -1.92941
N -0.70585 0.65414 -0.23271
H 1.11430 2.01072 -0.58656
H -0.21226 2.33839 -1.42963
H -0.04532 0.44412 -3.18120
H 1.63764 0.93499 -2.90583
H 1.42068 -1.33270 -2.87850
H 0.38242 -1.48895 -1.72225
H -0.17253 0.22752 0.53659
H -1.42269 1.32439 0.29412
H -3.33470 0.41147 -1.25257
H -2.49311 -0.74942 -1.30943
O -3.25187 -0.42311 -0.87230
H -0.66517 -1.80501 1.35140
H 0.81842 -1.61232 1.73028
O -0.15492 -1.25811 1.90682
H 0.18508 0.79615 3.16466
H -1.28461 1.31001 2.74389
O -0.31714 1.47795 2.96358
H 1.82862 -1.10043 0.20163
H 3.32273 -1.11271 0.86079
O 2.38562 -1.09374 0.96852
```

Output
- HOMO level (eV) = -9.32
- energy (Eh) = -496.182072
- SMILES string = NCCN.O.O.O.O
- molar mass (g mol⁻¹) = 132.16
- energy above the lowest of the compared OMol25 structures with the same formula, charge and spin (kJ/mol) = 302.0



(6)
DFT (ωB97M-V with the def2-TZVPD basis set) results for C51H60AsIrN4O2PS2 as an isolated structure in a non-equilibrium geometry.

```
122
C51H60AsIrN4O2PS2 ωB97M-V with the def2-TZVPD basis set
Ir -0.21345 0.33195 0.75308
C 2.21158 5.64002 2.26251
C 1.98778 4.78249 1.02153
N 0.58732 4.73774 0.62470
C 0.09589 5.83060 -0.23089
C -0.84770 6.81211 0.46169
C -0.23297 3.74363 0.98757
S 0.32547 2.50635 2.07156
N -1.48829 3.82944 0.56085
C -2.32347 2.82895 0.40598
O -2.06483 1.59443 0.40384
C -3.71444 3.28610 0.06911
C -4.74546 3.30565 0.99761
C -6.00643 3.75379 0.62326
C -6.24070 4.17638 -0.67568
C -5.20782 4.16889 -1.60317
C -3.94530 3.73641 -1.22901
H 3.27813 5.73191 2.46858
H 1.71977 5.19383 3.12751
H 1.80680 6.64140 2.11435
H 2.30474 3.75911 1.20492
H 2.56409 5.17512 0.18278
H -0.41281 5.39005 -1.08896
H 0.97374 6.36418 -0.59247
H -1.76239 6.31117 0.75991
H -1.10200 7.61311 -0.23317
H -0.37994 7.25701 1.34008
H -4.56747 2.99686 2.02116
H -6.80460 3.77073 1.35421
H -7.22481 4.52106 -0.96460
H -5.38315 4.50603 -2.61647
H -3.12748 3.75463 -1.94012
C -4.33096 -5.82116 -2.78898
C -3.04557 -5.59506 -3.24725
C -2.18502 -4.74631 -2.55880
C -2.60276 -4.09358 -1.40456
C -3.88317 -4.38394 -0.92053
C -4.73766 -5.23516 -1.59687
P -1.67044 -2.88483 -0.35672
C -1.34025 -4.04025 1.03513
C -1.62443 -3.70081 2.35119
C -1.39272 -4.61110 3.37255
C -0.86840 -5.86075 3.08289
C -0.56999 -6.19841 1.76892
C -0.80704 -5.29568 0.74715
C 0.03327 -2.72064 -1.01119
C 0.45129 -3.08105 -2.27223
C 1.81297 -3.30254 -2.53041
C 2.72245 -3.21274 -1.51613
C 2.33983 -2.72820 -0.24824
C 3.25174 -2.64240 0.83005
C 2.85233 -2.14047 2.03324
C 1.58541 -1.54410 2.16447
C 0.67322 -1.52540 1.12524
C 0.99676 -2.32129 -0.03463
H -5.00924 -6.45822 -3.34035
H -2.70000 -6.07879 -4.15165
H -1.17907 -4.63483 -2.92955
H -4.20273 -3.96413 0.02747
H -5.72015 -5.44196 -1.19279
H -2.01981 -2.71896 2.58163
H -1.62044 -4.34038 4.39542
H -0.69280 -6.57465 3.87658
H -0.15444 -7.17126 1.54039
H -0.57944 -5.56513 -0.27679
H -0.25566 -3.21811 -3.07644
H 2.12002 -3.61647 -3.51926
H 3.75855 -3.48794 -1.67763
H 4.27018 -2.98618 0.68553
H 3.54354 -2.11871 2.86403
H 1.34677 -1.06485 3.10864
C 5.02471 3.91507 1.15635
C 4.43806 3.36583 2.45298
C 4.35885 1.83876 2.44362
N 3.38976 1.37663 1.44944
C 3.47814 0.92530 0.21757
S 2.08987 0.86163 -0.77696
N 4.64999 0.57288 -0.43265
C 5.80891 -0.05646 0.02328
O 6.00044 -0.31937 1.18850
C 6.79242 -0.41700 -1.03511
C 7.99183 -0.97435 -0.58702
C 8.97219 -1.35602 -1.48423
C 8.76339 -1.18736 -2.84647
C 7.57796 -0.62891 -3.29995
C 6.59407 -0.24472 -2.40425
H 5.12099 4.99956 1.20409
H 4.39135 3.66929 0.30105
H 6.01565 3.49256 0.97958
H 3.43938 3.77291 2.62704
H 5.05801 3.66639 3.29988
H 4.00161 1.47749 3.41019
H 5.33144 1.41141 2.25802
H 2.43029 1.58728 1.71279
H 4.49612 0.50012 -1.42570
H 8.13251 -1.09679 0.47735
H 9.89698 -1.77973 -1.11709
H 9.52343 -1.48956 -3.55447
H 7.42026 -0.48763 -4.36080
H 5.68106 0.18506 -2.79884
C -4.67862 -1.84508 2.29692
C -3.87054 -0.80180 1.52677
As -4.00802 -1.21849 -0.40466
C -3.27546 -0.13135 -1.90327
C -1.77085 0.13482 -2.09481
C -5.93937 -0.79371 -0.60802
C -6.40991 -0.54858 -2.03666
H -4.50734 -1.74392 3.36861
H -4.40421 -2.86289 2.00911
H -5.74712 -1.71995 2.11676
H -2.81771 -0.82815 1.81436
H -4.24688 0.19596 1.72461
H -3.84382 0.79400 -1.91399
H -3.63511 -0.73850 -2.73937
H -1.55675 1.19961 -2.17380
H -1.42437 -0.34345 -3.01066
H -1.12147 -0.23594 -1.27686
H -6.11814 0.08018 0.01956
H -6.49275 -1.63259 -0.18248
H -6.09626 -1.35583 -2.70120
H -6.03189 0.39380 -2.43022
H -7.49899 -0.50307 -2.06059
```

Output
- HOMO level (alpha / beta) (eV) = -9.62 / -10.04
- total charge = +1
- energy (Eh) = -5826.422519
- 2S+1 = 5
- molar mass (g mol⁻¹) = 1123.31